(1)
Molecular formula: C40H46N6O9P2STi
Method: DFT, the ωB97M-V functional and the def2-TZVPD basis

HOMO: -7.1582 eV
multiplicity: 1
relative energy (zero: lowest compared OMol25 entry of this formula, charge and spin): 13.892 eV
strongest force on any atom: 2.26 eV Å⁻¹
electronic energy: -122119.741 eV
frontier orbital gap: 7.2 eV

Each line ends with the Mulliken charge.
CARTESIAN COORDINATES (ANGSTROEM)
Ti  0.050  0.119  -0.239  0.688
C  3.870  -0.310  0.161  -1.454
C  2.703  -0.124  1.100  0.969
O  1.572  0.325  0.537  0.381
C  2.804  -0.371  2.415  -1.645
C  1.636  -0.205  3.290  1.348
C  1.789  0.731  4.458  -1.476
N  0.517  -0.809  3.117  -0.832
N  0.384  -1.934  2.428  -0.046
C  0.242  -2.373  1.246  0.399
O  0.143  -1.718  0.084  0.307
C  0.184  -3.864  1.163  0.203
C  0.436  -4.522  -0.038  0.328
C  0.452  -5.908  -0.088  -1.290
C  0.215  -6.654  1.054  -0.414
C  -0.045  -6.002  2.254  -0.747
C  -0.063  -4.620  2.309  -0.557
H  3.655  0.197  -0.777  0.067
H  4.024  -1.372  -0.036  0.287
H  4.781  0.094  0.597  0.416
H  3.755  -0.661  2.841  0.430
H  2.673  0.437  5.028  0.504
H  0.921  0.696  5.109  0.292
H  1.950  1.758  4.118  0.163
H  0.643  -3.951  -0.934  0.188
H  0.659  -6.404  -1.027  0.428
H  0.236  -7.735  1.016  0.405
H  -0.229  -6.575  3.153  0.413
H  -0.259  -4.104  3.237  0.458
N  -4.313  -2.825  -1.549  -0.622
C  -4.186  -1.372  -1.724  1.217
C  -5.550  -0.710  -1.905  -1.976
P  -3.247  -1.047  -3.341  -0.514
O  -1.725  -2.922  -2.474  -0.705
O  -2.940  0.520  -3.258  -0.484
O  -1.715  -1.538  -2.860  0.387
P  -3.534  -0.639  -0.013  -0.094
O  -1.536  0.986  -0.754  -1.471
O  -3.249  -2.062  0.666  -0.526
O  -1.871  -0.284  -0.170  1.359
H  -3.674  -3.348  -2.137  0.244
H  -5.261  -3.147  -1.694  0.195
H  -3.453  -2.761  -0.020  0.495
H  -6.038  -1.069  -2.816  0.566
H  -5.434  0.371  -1.993  0.407
H  -6.202  -0.911  -1.051  0.455
H  -1.162  -2.891  -1.672  0.104
H  -2.335  0.731  -2.503  0.074
C  2.053  -1.826  -2.351  -1.072
C  1.670  -0.435  -2.764  0.121
C  2.040  0.178  -3.935  -1.349
C  1.423  1.452  -3.950  -1.225
C  0.704  1.563  -2.786  -0.074
C  -0.131  2.746  -2.392  -0.839
N  0.841  0.407  -2.040  3.063
H  3.080  -2.031  -2.655  0.497
H  1.409  -2.550  -2.855  0.350
H  1.968  -1.957  -1.276  -0.309
H  2.673  -0.248  -4.697  0.522
H  1.496  2.200  -4.725  0.586
H  0.398  3.669  -2.630  0.428
H  -0.357  2.739  -1.326  -0.658
H  -1.073  2.757  -2.945  0.406
N  0.960  6.693  1.206  -0.592
C  1.456  5.906  0.529  -0.061
C  2.072  4.916  -0.290  0.622
C  2.656  5.243  -1.514  -0.595
C  3.246  4.240  -2.257  -1.008
C  3.239  2.943  -1.755  -0.311
N  2.699  2.626  -0.582  0.064
C  2.124  3.582  0.124  -0.483
H  2.656  6.270  -1.853  0.498
H  3.702  4.451  -3.214  0.443
H  3.705  2.130  -2.298  0.574
H  1.693  3.275  1.072  0.625
O  -0.764  1.426  1.596  0.210
S  -0.923  1.813  3.035  0.788
C  -0.396  3.606  3.060  -1.494
C  -1.272  4.523  2.266  -0.017
C  -1.946  5.570  2.887  -0.336
C  -2.805  6.384  2.165  -0.781
C  -3.013  6.150  0.815  -0.768
C  -2.348  5.107  0.187  -0.841
C  -1.480  4.303  0.906  1.336
C  -2.668  2.243  3.522  -0.755
C  -3.788  1.286  3.277  0.290
C  -4.981  1.770  2.751  -0.173
C  -6.090  0.946  2.650  -0.777
C  -6.015  -0.370  3.078  -0.459
C  -4.827  -0.860  3.603  -0.663
C  -3.713  -0.043  3.687  -0.163
H  0.626  3.596  2.681  0.137
H  -0.379  3.885  4.114  0.581
H  -1.799  5.747  3.946  0.406
H  -3.322  7.194  2.664  0.396
H  -3.688  6.782  0.252  0.404
H  -2.510  4.911  -0.866  0.456
H  -0.987  3.472  0.423  0.037
H  -2.911  3.210  3.092  0.166
H  -2.538  2.347  4.604  0.562
H  -5.048  2.806  2.441  0.403
H  -7.014  1.335  2.240  0.408
H  -6.880  -1.016  3.001  0.402
H  -4.766  -1.887  3.936  0.379
H  -2.780  -0.425  4.089  0.318

(2)
Molecular formula: C6H6NO2
Method: DFT, the ωB97M-V functional and the def2-TZVPD basis

charge: +1
HOMO: -12.1691 eV
multiplicity: 1
relative energy (zero: lowest compared OMol25 entry of this formula, charge and spin): 1.781 eV
strongest force on any atom: 5.72 eV Å⁻¹
electronic energy: -11893.167 eV
frontier orbital gap: 7.7 eV

Each line ends with the natural charge from an NBO analysis.
CARTESIAN COORDINATES (ANGSTROEM)
C  -1.234  -1.043  0.027  -0.074
C  0.082  -0.580  -0.139  0.088
C  -3.377  0.048  0.011  1.125
C  0.233  0.921  -0.070  -0.284
C  2.338  -0.050  0.083  0.096
C  1.557  -1.104  -0.077  -0.335
N  1.699  1.140  0.060  -0.556
O  -2.199  -0.041  0.025  -0.368
O  -4.477  0.329  -0.001  -0.298
H  -1.669  -1.902  0.369  0.222
H  -0.305  1.379  -0.978  0.241
H  -0.148  1.208  0.829  0.230
H  3.456  -0.146  0.170  0.253
H  1.890  -2.072  0.039  0.245
H  2.156  1.912  -0.346  0.415

(3)
Molecular formula: C63H53BN12O19
Method: DFT, the ωB97M-V functional and the def2-TZVPD basis

HOMO: -8.3047 eV
multiplicity: 1
strongest force on any atom: 4.37 eV Å⁻¹
electronic energy: -123627.966 eV
frontier orbital gap: 7.2 eV

Each line ends with the Mulliken charge.
CARTESIAN COORDINATES (ANGSTROEM)
N  3.776  2.046  0.179  -0.628
B  3.096  2.100  -1.149  0.438
O  3.773  2.549  -2.290  -0.564
C  1.537  1.655  -1.142  0.239
C  1.066  0.509  -1.966  -0.570
N  -0.200  0.014  -2.028  -0.420
C  -1.020  0.760  -1.188  0.341
C  -2.479  0.336  -1.073  0.075
O  -3.000  -0.764  -1.789  -0.605
C  -3.398  1.030  -0.208  0.833
C  -4.895  0.609  -0.018  -0.189
C  -5.256  0.267  1.356  -0.213
C  -6.677  -0.138  1.575  -0.562
C  -7.462  -0.114  0.325  -0.280
C  -6.955  0.293  -0.985  -0.361
N  -5.649  0.657  -1.146  -0.466
C  -2.971  2.222  0.632  -0.746
C  -1.589  2.622  0.528  0.860
C  -1.041  3.829  1.400  -0.240
C  -2.200  4.889  1.487  0.042
O  -2.230  5.905  0.835  -0.498
C  -0.601  1.908  -0.362  -0.080
N  0.700  2.381  -0.346  -0.371
H  3.059  1.993  0.910  0.269
H  4.420  1.254  0.233  0.241
H  4.727  2.472  -2.080  0.318
H  1.842  -0.026  -2.581  0.330
H  -3.356  -0.415  -2.640  0.321
H  -4.519  0.303  2.195  0.331
H  -7.086  -0.431  2.566  0.393
H  -8.538  -0.428  0.383  0.287
H  -7.664  0.296  -1.853  0.351
H  -3.709  2.720  1.301  0.208
H  -0.199  4.318  0.834  0.277
H  -0.710  3.473  2.416  0.251
H  -3.064  4.638  2.180  0.313
O  -4.411  -2.508  -6.570  -0.613
N  -3.537  -1.944  -5.937  1.013
O  -3.720  -0.984  -5.203  -0.625
C  -2.168  -2.440  -6.062  0.196
C  -1.885  -3.500  -6.915  -0.743
C  -0.573  -3.937  -7.034  -0.069
C  0.436  -3.319  -6.303  -0.657
C  0.136  -2.268  -5.445  -0.647
C  -1.174  -1.826  -5.326  -0.190
H  -2.664  -3.986  -7.488  0.464
H  -0.335  -4.757  -7.699  0.565
H  1.460  -3.660  -6.402  0.393
H  0.923  -1.791  -4.873  0.449
H  -1.402  -1.006  -4.657  0.417
O  2.485  -5.691  -7.735  -0.584
N  2.346  -6.119  -6.597  0.970
O  1.270  -6.300  -6.059  -0.537
C  3.554  -6.429  -5.829  -0.238
C  4.803  -6.202  -6.397  -0.348
C  5.943  -6.475  -5.657  -0.522
C  5.831  -6.973  -4.363  -0.523
C  4.578  -7.206  -3.808  -0.296
C  3.429  -6.934  -4.541  -0.299
H  4.901  -5.814  -7.403  0.452
H  6.922  -6.296  -6.086  0.370
H  6.725  -7.180  -3.785  0.377
H  4.496  -7.597  -2.801  0.377
H  2.445  -7.116  -4.095  0.821
O  1.312  -6.956  -2.746  -0.663
N  1.643  -7.792  -1.918  1.117
O  2.380  -8.735  -2.147  -0.600
C  1.113  -7.650  -0.560  0.107
C  0.241  -6.608  -0.272  -0.271
C  -0.277  -6.490  1.009  -0.584
C  0.079  -7.407  1.991  -0.390
C  0.960  -8.441  1.697  -0.474
C  1.481  -8.567  0.417  -0.330
H  -0.043  -5.888  -1.030  0.490
H  -0.963  -5.685  1.243  0.412
H  -0.332  -7.316  2.990  0.377
H  1.238  -9.152  2.466  0.368
H  2.164  -9.378  0.197  0.432
O  -1.874  0.657  2.885  -0.425
N  -1.506  -0.181  3.693  0.979
O  -0.760  -1.108  3.434  -0.626
C  -2.001  -0.065  5.069  -0.097
C  -2.883  0.959  5.393  -0.195
C  -3.370  1.054  6.690  -0.337
C  -2.970  0.130  7.651  -0.342
C  -2.078  -0.884  7.319  -0.568
C  -1.590  -0.985  6.023  -0.563
H  -3.200  1.681  4.651  0.471
H  -4.062  1.843  6.951  0.421
H  -3.352  0.201  8.658  0.494
H  -1.767  -1.598  8.072  0.371
H  -0.899  -1.781  5.775  0.461
O  -6.233  -0.072  9.937  -0.615
N  -6.086  0.989  9.361  1.067
O  -5.007  1.433  8.998  -0.654
C  -7.281  1.792  9.088  0.151
C  -8.521  1.338  9.517  -0.345
C  -9.648  2.111  9.277  -0.443
C  -9.530  3.325  8.610  -0.394
C  -8.287  3.766  8.175  -0.576
C  -7.155  3.000  8.413  -0.177
H  -8.624  0.394  10.038  0.435
H  -10.620  1.770  9.614  0.371
H  -10.412  3.929  8.429  0.375
H  -8.200  4.711  7.652  0.372
H  -6.190  3.354  8.073  0.415
O  7.668  4.230  6.217  -0.609
N  7.319  3.607  5.229  1.008
O  7.742  2.504  4.925  -0.616
C  6.327  4.227  4.344  0.017
C  5.849  5.498  4.638  -0.611
C  4.927  6.092  3.784  -0.161
C  4.490  5.412  2.652  -0.913
C  4.967  4.135  2.373  -0.205
C  5.890  3.538  3.220  -0.622
H  6.184  6.034  5.516  0.572
H  4.551  7.090  3.999  0.664
H  3.775  5.879  1.984  0.440
H  4.620  3.608  1.490  0.678
H  6.257  2.545  2.992  0.440
O  -3.274  -4.951  -14.044  -0.605
N  -2.689  -5.564  -13.168  1.003
O  -2.833  -6.752  -12.943  -0.601
C  -1.751  -4.817  -12.322  0.039
C  -1.587  -3.453  -12.524  -0.379
C  -0.716  -2.745  -11.707  -0.492
C  -0.016  -3.402  -10.703  -0.429
C  -0.179  -4.770  -10.515  -0.233
C  -1.050  -5.484  -11.326  -0.502
H  -2.128  -2.932  -13.304  0.449
H  -0.585  -1.679  -11.851  0.392
H  0.659  -2.846  -10.062  0.413
H  0.372  -5.278  -9.732  0.517
H  -1.172  -6.548  -11.169  0.450
O  5.370  8.364  6.416  -0.584
N  5.236  8.957  5.361  1.054
O  4.274  8.833  4.619  -0.693
C  6.302  9.875  4.951  0.205
C  7.429  10.013  5.751  -0.341
C  8.447  10.865  5.348  -0.473
C  8.331  11.573  4.158  -0.374
C  7.195  11.436  3.369  -0.526
C  6.174  10.584  3.764  -0.278
H  7.528  9.466  6.680  0.440
H  9.333  10.976  5.961  0.370
H  9.131  12.234  3.843  0.373
H  7.108  11.992  2.443  0.368
H  5.294  10.481  3.141  0.433

(4)
Molecular formula: C6H14N2
Method: DFT, the ωB97M-V functional and the def2-TZVPD basis

HOMO: -8.5020 eV
multiplicity: 1
relative energy (zero: lowest compared OMol25 entry of this formula, charge and spin): 4.709 eV
strongest force on any atom: 5.07 eV Å⁻¹
electronic energy: -9424.776 eV
frontier orbital gap: 9.5 eV

Each line ends with the natural charge from an NBO analysis.
CARTESIAN COORDINATES (ANGSTROEM)
C  -3.137  -0.509  -0.141  -0.112
C  0.911  -0.120  -1.386  -0.654
C  1.584  0.301  0.971  -0.627
C  0.341  -1.788  0.567  -0.591
C  -0.670  1.768  0.067  -0.456
C  0.525  -0.281  0.075  0.102
N  -2.013  -0.317  -0.596  -0.294
N  -0.661  0.470  0.533  -0.273
H  -3.879  -0.840  -0.923  0.179
H  -3.661  -0.395  0.814  0.180
H  1.636  -0.849  -1.636  0.215
H  0.046  -0.463  -2.006  0.236
H  1.315  0.756  -1.721  0.206
H  2.541  -0.325  1.084  0.219
H  1.075  0.436  1.895  0.230
H  1.960  1.225  0.444  0.199
H  -0.663  -1.987  0.499  0.216
H  0.880  -2.523  0.005  0.208
H  0.807  -1.698  1.607  0.207
H  -1.622  2.388  0.425  0.200
H  0.309  2.181  0.291  0.219
H  -0.748  1.908  -1.018  0.190